The following is a quantum chemistry calculation of a 2-piece molecular cluster, C4H14N2O overall in a non-equilibrium geometry, from the OMol25 dataset.

As for the electronic energy: -345.5165 Ha. The relative energy (zero: lowest compared OMol25 entry of this formula, charge and spin) is 1.625 eV. The multiplicity is 1. As for the SMILES: CCNCCN.O.

Geometry (Å):
C: 0.0442 0.6949 -3.2185
C: 0.8477 0.4355 -1.9575
N: 0.1172 0.8883 -0.7459
C: 0.7721 0.4174 0.4616
C: 0.1255 1.0550 1.7087
N: -0.9695 0.2419 2.2485
H: 0.0272 1.7921 -3.2131
H: -1.0204 0.4497 -3.1121
H: 0.4352 0.1945 -4.0955
H: 1.7610 1.0436 -2.0534
H: 1.1295 -0.6072 -1.7607
H: -0.7971 0.4680 -0.8831
H: 1.8272 0.6578 0.2815
H: 0.7638 -0.6624 0.7236
H: 0.8077 1.3536 2.4989
H: -0.4152 1.8871 1.2425
H: -1.8984 0.6218 2.2203
H: -0.8186 -0.2132 3.1378
O: -0.5650 -3.1007 1.2683
H: -1.3639 -3.4363 0.8515
H: -0.7663 -2.1825 1.4783